Computed, not measured: 7 unconnected molecules or ions with the total composition C24H36FO18, with ωB97M-V/def2-TZVPD.

Element x y z (Å)
F  0.079  -0.295  0.338
C  1.874  -1.427  -2.416
C  2.649  -2.021  -1.223
C  1.784  -2.961  -0.414
O  2.709  -4.035  -0.143
C  3.727  -3.820  -0.858
O  4.576  -4.674  -0.928
O  3.763  -2.720  -1.551
H  2.318  -0.473  -2.815
H  0.929  -0.911  -1.904
H  1.731  -2.216  -3.190
H  2.901  -1.186  -0.562
H  0.854  -3.200  -1.045
H  1.353  -2.605  0.537
C  -1.145  1.162  -3.043
C  -1.317  0.227  -4.268
C  -1.629  0.975  -5.672
O  -0.560  0.710  -6.403
C  0.316  -0.012  -5.823
O  1.391  -0.461  -6.290
O  -0.098  -0.281  -4.607
H  -0.905  0.676  -1.990
H  -2.156  1.703  -2.955
H  -0.425  1.885  -2.992
H  -1.920  -0.563  -4.082
H  -2.031  1.876  -5.482
H  -2.351  0.301  -5.928
C  -4.484  -2.191  -0.374
C  -3.367  -2.296  -1.446
C  -2.065  -2.532  -0.893
O  -1.796  -3.935  -0.983
C  -2.488  -4.303  -1.968
O  -2.326  -5.318  -2.524
O  -3.591  -3.476  -2.177
H  -4.407  -1.198  0.154
H  -4.434  -3.112  0.172
H  -5.371  -2.097  -0.933
H  -3.276  -1.404  -2.151
H  -2.176  -2.229  0.155
H  -1.254  -1.829  -1.168
C  1.874  -0.368  5.195
C  2.677  -0.637  3.964
C  2.491  0.604  2.943
O  3.773  1.140  2.921
C  4.660  0.380  3.633
O  5.817  0.543  3.729
O  4.009  -0.561  4.241
H  0.732  -0.482  4.963
H  1.842  0.785  5.542
H  1.982  -1.156  6.052
H  2.356  -1.481  3.461
H  1.837  1.356  3.262
H  1.983  0.221  2.036
C  3.259  3.208  0.096
C  1.782  2.916  -0.132
C  0.839  3.242  1.129
O  0.028  4.320  0.599
C  0.379  4.578  -0.675
O  -0.195  5.609  -1.173
O  1.330  3.844  -1.112
H  3.447  4.270  0.408
H  3.715  3.035  -0.847
H  3.721  2.461  0.877
H  1.782  1.981  -0.637
H  1.409  3.684  2.081
H  0.274  2.459  1.426
C  -3.371  1.989  1.531
C  -2.670  0.753  2.243
C  -1.514  1.161  3.237
O  -1.832  0.468  4.464
C  -3.172  0.186  4.380
O  -3.723  -0.296  5.257
O  -3.641  0.459  3.154
H  -4.129  1.455  0.713
H  -2.654  2.666  0.944
H  -4.105  2.509  2.242
H  -2.435  0.000  1.506
H  -1.476  2.283  3.503
H  -0.490  0.656  2.705

Properties
- E_HOMO: -7.255 eV
- LUMO energy: 2.050 eV
- Charge: -1

Computed, not measured: a molecular structure, C20H20ClN3O4S, with ωB97M-V/def2-TZVPD.

Element x y z (Å)
C  -2.585  -3.256  -0.642
N  -2.949  -2.327  0.268
C  -3.061  -2.847  1.547
H  -3.424  -2.213  2.286
H  -2.231  -3.544  1.694
H  -4.033  -3.822  1.652
C  -4.401  -1.750  0.034
H  -5.059  -2.273  -0.743
C  -4.036  -0.445  -1.179
N  -3.006  0.400  -0.459
C  -1.833  0.152  -0.228
N  -1.129  -0.427  -1.268
C  0.199  -1.135  -0.802
C  1.232  -1.376  -1.446
C  2.362  -1.791  -0.957
C  2.458  -1.649  0.684
C  1.565  -1.292  1.413
C  0.310  -0.852  0.784
S  -0.976  0.002  1.332
H  1.624  -0.957  2.539
O  3.737  -2.017  0.828
C  4.326  -2.260  -0.124
O  3.529  -2.150  -1.299
H  4.765  -3.334  -0.033
H  5.283  -1.491  -0.690
H  1.174  -1.559  -2.555
C  -3.462  1.498  -0.065
O  -4.602  2.161  -0.110
C  -2.446  2.636  0.439
O  -1.332  2.621  -0.597
C  -0.042  2.574  -0.416
C  0.497  2.617  0.758
C  1.899  2.389  1.096
C  2.611  1.769  -0.007
C  2.048  1.701  -1.246
C  0.786  2.253  -1.398
H  0.310  1.942  -2.574
H  2.686  1.452  -1.809
Cl  4.272  1.522  0.286
H  2.196  2.598  2.146
H  0.033  2.925  1.884
H  -2.960  3.741  0.610
H  -2.083  2.369  1.348
H  -3.576  -0.976  -1.978
H  -4.991  0.159  -1.385
H  -4.626  -1.266  0.747
H  -2.355  -2.840  -1.616
H  -3.229  -4.209  -0.878
H  -1.674  -3.607  -0.489

Properties
- E_HOMO: -7.162 eV
- LUMO energy: 0.286 eV
- Charge: 0

Computed, not measured: 2 unconnected molecules or ions with the total composition C3H9N2O8S2, with ωB97M-V/def2-TZVPD.

Element x y z (Å)
C  -1.998  1.057  0.817
C  -0.250  -0.538  0.134
C  1.107  -0.136  0.460
N  1.673  -0.218  1.661
N  -0.595  -0.146  -1.240
O  -4.668  1.298  0.150
O  1.635  1.600  -1.582
O  -3.720  -0.940  0.026
O  -3.038  0.930  -1.608
O  0.521  2.299  0.473
O  2.918  1.697  0.488
O  2.133  -1.583  -0.815
O  -1.181  -0.102  1.074
S  -3.485  0.494  -0.102
S  1.612  1.539  -0.146
H  -2.187  1.511  1.882
H  -1.498  1.734  0.251
H  -0.338  -1.586  0.248
H  2.550  0.165  1.754
H  1.205  -0.642  2.447
H  0.108  0.492  -1.564
H  -2.019  0.637  -1.511
H  -0.658  -1.032  -1.738
H  2.769  -0.897  -0.955

Properties
- E_HOMO (alpha / beta): -5.915 / -5.914 eV
- LUMO energy (alpha / beta): 3.167 / 3.167 eV
- Charge: -1

The calculation returns the following energy above the lowest of the compared OMol25 structures with the same formula, charge and spin values, one per record and in order: 585.56 1837.90 100.50 kJ/mol.
The calculation returns the following total energy values, one per record and in order: -2390.2216 -2097.0286 -1627.5143 a.u..